1.
Density functional theory data (ωB97M-V/def2-TZVPD) for C37H34BN5O2Pt as an isolated structure.

Geometry as XYZ:
```
80
Properties=species:S:1:pos:R:3:lowdin_charge:R:1
Pt 0.0664 0.3924 0.1004 1.12
O -1.8489 2.4054 -0.9666 0.06
O -2.0245 2.3523 1.3279 0.12
N 2.2656 -0.0629 -0.2875 0.00
N -0.8593 -1.8556 -0.0889 0.07
N -0.8757 -2.1324 2.2176 0.13
N 0.2198 0.6006 -2.0365 -0.01
N -1.8521 -3.7438 0.8937 0.14
C -1.9458 -2.7089 -4.0396 -0.10
C -0.1519 -1.0668 4.1989 -0.23
C -3.4872 4.2217 -1.3207 0.00
C -0.6659 -2.9922 -3.5815 -0.06
C 0.6118 1.2347 2.8791 -0.14
C -2.6069 -6.4521 0.8775 -0.05
C -1.1856 -2.5159 0.9526 -0.37
C 0.0686 0.2038 2.0945 -0.29
C -2.7530 3.3448 -0.5575 -0.23
C -4.3492 5.0848 -0.6377 -0.10
C -0.3066 -0.9547 2.8005 -0.18
C -3.3654 -5.4388 1.6860 -0.22
C -2.5335 -1.9362 -1.8423 -0.02
C 4.8998 -0.4219 -1.1025 -0.01
C 0.7918 1.1422 4.2457 -0.10
C 1.5590 0.3919 -2.5428 -0.21
C 2.5917 0.0680 -1.6119 -0.18
C -4.4671 -5.8051 2.4466 -0.05
C -4.7790 -3.5506 3.1801 -0.08
C 4.1792 -0.0206 -3.4565 -0.03
C -2.8554 3.3091 0.8252 -0.22
C -2.9752 -4.0932 1.6818 -0.20
C -4.4523 5.0502 0.7465 -0.10
C -0.2963 -2.7659 -2.2593 -0.23
C 3.9007 -0.1216 -2.0704 -0.15
C 0.4049 -0.0133 4.9049 -0.07
C -5.1713 -4.8790 3.2025 -0.09
C 4.5631 -0.5189 0.2106 -0.03
C -0.5739 -2.3042 4.9517 -0.05
C 1.0823 -3.0995 -1.7645 -0.03
C 3.1779 0.2595 -4.3365 -0.06
C -2.8827 -2.1821 -3.1614 -0.09
C 1.8562 0.4679 -3.8710 -0.01
C -3.6934 -3.1525 2.4144 -0.03
C 3.2012 -0.3409 0.5804 -0.09
C -3.7000 4.1526 1.5089 0.00
C -1.2489 -2.2281 -1.3799 -0.29
B -1.3567 1.7601 0.2272 -0.63
H -3.2391 -1.4897 -1.1519 0.12
H -2.2061 -2.8933 -5.0736 0.10
H -0.0145 -3.1934 4.6408 0.09
H 1.0682 0.6988 -4.5783 0.12
H -1.8440 -4.1439 -0.0326 0.13
H 0.8872 2.1530 2.3759 0.09
H -0.4218 -0.0537 -2.4836 0.10
H 0.0716 -3.4031 -4.2623 0.11
H -6.0194 -5.1919 3.7963 0.10
H -4.7700 -6.8458 2.4523 0.11
H -0.1201 1.5384 -2.2342 0.10
H -1.5375 -6.4096 1.0941 0.08
H -0.3963 -2.1716 6.0172 0.08
H 1.2152 1.9723 4.7977 0.10
H -1.0756 -2.8553 2.8859 0.10
H 0.5217 -0.1038 5.9786 0.10
H -3.3982 4.2376 -2.3986 0.11
H 5.2959 -0.7405 0.9733 0.11
H 2.8833 -0.4223 1.6148 0.12
H -3.7711 4.1159 2.5874 0.12
H -4.9454 5.7914 -1.2001 0.10
H -2.7236 -6.2874 -0.1983 0.08
H -5.1282 5.7312 1.2470 0.10
H -3.8827 -1.9481 -3.5037 0.10
H 1.4799 -2.2968 -1.1420 0.05
H -1.6386 -2.5282 4.8292 0.08
H -2.9624 -7.4590 1.0900 0.08
H -3.4112 -2.1084 2.3813 0.12
H 5.1951 -0.1719 -3.7999 0.12
H -5.3241 -2.8086 3.7492 0.10
H 5.9217 -0.5678 -1.4318 0.12
H 3.3819 0.3330 -5.3960 0.11
H 1.0718 -3.9954 -1.1375 0.09
H 1.7614 -3.2806 -2.5977 0.08
```

## Properties
- Kohn-Sham gap (eV) = 6.3
- strongest force on any atom (eV Å⁻¹) = 0.63
- HOMO (eV) = -6.57
- total charge = 0

=====

2.
Density functional theory data (ωB97M-V/def2-TZVPD) for C37H34ClN2O9P2ReS3 as an isolated structure in a non-equilibrium geometry.

Geometry as XYZ:
```
89
Properties=species:S:1:pos:R:3:lowdin_spin:R:1
Re -2.7089 1.5041 1.7549 2.42
Cl -1.6149 2.0572 3.6304 0.22
S 1.5871 1.0429 1.0638 0.00
S -2.1495 3.1107 0.1103 0.04
S -1.3694 -0.9315 0.0572 0.01
P -4.9379 0.2480 0.9460 0.01
P -5.4886 2.9692 1.3908 0.01
O -1.5325 -0.1718 1.4000 0.06
O -5.3253 3.7723 0.1879 0.01
O -5.9894 1.4411 1.0666 0.00
O -4.3934 -0.1502 2.2864 0.04
O -5.7740 -0.8687 0.2317 0.00
O -6.6234 3.4892 2.3529 0.00
O 1.1503 2.4529 1.3425 0.00
O -4.2180 2.7412 2.2794 0.09
O -3.7646 0.7531 0.0788 0.04
N -0.3479 4.4073 1.7033 0.01
N -1.7025 5.6896 0.5770 0.01
C -4.2327 -3.7245 0.7135 0.00
C 1.1950 -3.5856 1.6975 0.00
C 0.8010 0.5384 -3.4412 0.00
C -1.3646 4.4408 0.8756 0.02
C 6.1452 0.8943 1.0160 0.00
C -5.6362 -5.1004 -0.8621 0.00
C -4.0039 -3.3492 -1.6461 0.00
C 5.3952 -0.1055 1.6258 0.00
C 1.2976 0.7958 -0.7100 0.00
C -2.6626 -2.1228 -0.0900 0.00
C 2.3282 -2.4243 -0.1361 0.00
C 0.5163 0.3887 -4.8220 0.00
C -3.2775 -2.7616 0.9789 0.00
C 3.3695 1.0216 1.0267 0.00
C 0.9454 1.8171 -2.8482 0.00
C 0.0461 -1.9293 0.4170 0.00
C 1.1461 -1.6574 -0.3322 0.00
C 0.9006 -0.6183 -2.6317 0.00
C 0.1453 5.7499 2.0201 0.00
C 4.6516 -3.9016 0.3585 0.00
C 1.1856 1.9482 -1.5144 0.00
C 0.4207 -2.0032 -4.5538 0.00
C 3.5009 -2.1993 -0.9034 0.00
C 3.5443 -4.1244 1.1248 0.00
C -0.9059 6.6584 1.3424 0.00
C -4.5948 -4.0478 -0.5945 0.00
C 1.1440 -0.4670 -1.2369 0.00
C -3.0445 -2.3805 -1.4021 0.00
C 0.0564 -2.8803 1.4585 0.00
C 4.0084 -0.0442 1.6410 0.00
C 5.4763 1.9721 0.4295 0.00
C 4.0952 2.0421 0.4285 0.00
C 2.3528 -3.3931 0.8969 0.00
C 7.6508 0.8418 1.0269 0.00
C 0.7030 -1.8940 -3.2231 0.00
C 0.3293 -0.8483 -5.3643 0.00
C 4.6301 -2.9237 -0.6638 0.00
H 0.4433 1.2783 -5.4370 0.00
H -3.0464 -2.4854 1.9986 0.00
H 3.5584 -4.8677 1.9134 0.00
H 3.4879 -1.4442 -1.6803 0.00
H 5.9022 -0.9360 2.1039 0.00
H 0.2621 -2.9784 -4.9960 0.00
H -4.3095 -3.5574 -2.6651 0.00
H 0.7805 -2.7808 -2.6054 0.00
H -4.7148 -4.2349 1.5395 0.00
H 1.2534 2.9216 -1.0432 0.00
H -0.4494 7.3873 0.6786 0.00
H -6.6176 3.0753 3.2257 0.00
H 5.5221 -2.7447 -1.2503 0.00
H 3.5798 2.8775 -0.0301 0.00
H -0.8199 -3.0405 2.0680 0.00
H 8.0109 -0.1864 1.0421 0.00
H 8.0387 1.3400 1.9185 0.00
H 6.0525 2.7669 -0.0309 0.00
H 3.4269 -0.8215 2.1259 0.00
H -2.5916 -1.8249 -2.2175 0.00
H -6.2822 -0.5561 -0.5289 0.00
H 0.2078 5.8954 3.0956 0.00
H -5.6278 -5.8682 -0.0897 0.00
H 8.0710 1.3463 0.1575 0.00
H 0.1159 -0.9526 -6.4203 0.00
H -2.5753 5.9038 0.1210 0.00
H 0.1251 3.5422 1.9281 0.00
H -1.5306 7.1809 2.0646 0.00
H 0.8575 2.6946 -3.4788 0.00
H 1.2306 -4.3042 2.5077 0.00
H 5.5557 -4.4704 0.5337 0.00
H 1.1352 5.8918 1.5904 0.00
H -5.4755 -5.5745 -1.8290 0.00
H -6.6326 -4.6524 -0.8725 0.00
```

## Properties
- Kohn-Sham gap (alpha / beta) (eV) = 8.0 / 7.6
- spin multiplicity = 4
- strongest force on any atom (eV Å⁻¹) = 1.52
- HOMO (alpha / beta) (eV) = -10.81 / -10.84
- total charge = +1

=====

3.
Density functional theory data (ωB97M-V/def2-TZVPD) for C37H34MnN6O7 as an isolated structure.

Geometry as XYZ:
```
85
Properties=species:S:1:pos:R:3:lowdin_spin:R:1
Mn 0.1963 0.5377 0.2789 2.95
O -1.7778 0.0070 0.4363 0.01
O -2.8494 -6.6781 0.3029 0.00
O -3.1600 -4.5824 0.6847 0.00
O 1.7237 -8.2724 -0.1719 0.00
O 0.3508 -1.4130 0.4192 0.03
O 2.3091 -1.9979 -0.5489 0.02
O 3.3260 -6.8414 -0.3673 0.00
N 0.3019 0.3863 -1.7234 -0.04
N -2.4599 -5.5439 0.3867 0.00
N -3.1176 3.4868 -1.6177 0.00
N 2.0240 0.7292 0.1336 0.05
N 2.1625 -7.1470 -0.2306 0.00
N 0.5466 0.8473 2.2182 -0.04
C 1.2214 -2.2659 -0.0853 0.00
C -0.5978 -3.9748 0.1355 0.00
C -1.4301 3.2542 0.1663 -0.01
C -4.5330 3.2287 -2.0090 0.00
C 0.8740 0.2838 -4.4275 0.01
C -0.3941 0.0299 -3.9658 0.00
C 3.7227 0.0902 3.9295 0.03
C -2.7108 2.6855 -0.3887 0.00
C -0.4035 5.3626 0.8144 0.01
C 1.5791 0.5918 -2.1575 0.00
C -2.4729 -0.8378 1.0222 0.00
C 4.4960 -0.1251 2.8230 -0.01
C -2.1828 3.2588 -2.7595 0.00
C -1.0186 -5.2869 0.1855 0.00
C 1.4578 0.6865 4.8226 0.02
C 2.3638 0.4545 3.7666 0.00
C 3.2560 0.8334 -3.8844 0.03
C 0.8384 4.7598 0.7052 -0.01
C 1.1864 -6.0343 -0.1049 0.00
C 0.1544 1.0233 4.5531 -0.01
C 2.5523 0.7972 -1.1513 -0.01
C -2.0632 -1.5182 2.2791 0.00
C 2.6952 0.4547 1.3248 -0.01
C -3.8036 -1.1925 0.4577 0.00
C 1.9111 0.5768 -3.5197 0.00
C -0.6463 0.0974 -2.5915 0.01
C 0.7453 -3.6940 -0.0320 0.00
C -0.2729 1.0841 3.2228 0.01
C 3.9942 0.0505 1.5130 0.04
C 1.6544 -4.7361 -0.1648 0.00
C 1.8653 0.5939 2.4640 0.00
C -0.1867 2.5984 0.1798 -0.15
C 4.1758 1.0925 -2.9099 -0.01
C 0.9341 3.4058 0.4159 0.00
C 3.8372 1.0818 -1.5356 0.03
C -1.5220 4.6027 0.5355 -0.01
C -0.1482 -6.3516 0.0693 0.00
H 4.6349 -0.1608 0.6706 0.00
H 4.6024 1.3032 -0.8070 0.00
H -1.1628 3.3974 -2.4098 0.00
H -1.1977 -0.2269 -4.6415 0.00
H 1.9233 2.9765 0.4092 0.00
H -3.0300 4.4717 -1.3566 0.00
H -1.2996 1.3200 2.9716 0.00
H 1.8031 0.6045 5.8462 0.00
H -1.3154 -3.1793 0.2143 0.00
H -2.4144 3.9658 -3.5519 0.00
H 3.5361 0.8225 -4.9292 0.00
H 5.2010 1.3033 -3.1837 0.00
H -1.0156 -1.3687 2.5097 0.00
H 1.0917 0.2454 -5.4882 0.00
H -2.6263 1.6579 -0.7207 0.00
H 4.1259 -0.0295 4.9262 0.00
H -0.4993 6.4021 1.0982 0.00
H -5.1845 3.4911 -1.1796 0.00
H -0.4836 -7.3776 0.1095 0.00
H 1.7418 5.3309 0.8785 0.00
H -2.2848 -2.5849 2.1906 0.00
H -4.0535 -0.5767 -0.4031 0.00
H -3.5455 2.7752 0.3082 0.00
H -3.7824 -2.2485 0.1680 0.00
H 5.5258 -0.4346 2.9402 0.00
H -4.6354 2.1725 -2.2469 0.00
H 2.7069 -4.5401 -0.3104 0.00
H -4.5725 -1.1121 1.2287 0.00
H -0.5505 1.2261 5.3465 0.00
H -4.7759 3.8293 -2.8815 0.00
H -2.7033 -1.1482 3.0870 0.00
H -1.6316 -0.0990 -2.1855 0.00
H -2.3291 2.2418 -3.1151 0.00
H -2.5035 5.0696 0.6080 0.00
```

## Properties
- Kohn-Sham gap (alpha / beta) (eV) = 6.5 / 6.4
- spin multiplicity = 4
- strongest force on any atom (eV Å⁻¹) = 0.41
- HOMO (alpha / beta) (eV) = -12.68 / -12.94
- total charge = +2